Molecular formula: C76H174F12N15O33
Method: DFT, ωB97M-V with the def2-TZVPD basis set

## Properties
- Calculated total energy: -204119.747 eV
- Total charge: +3
- Orbital gap: 8.31 eV

Structure (XYZ):
```
310
Properties=species:S:1:pos:R:3:forces:R:3
F 19.053075 -15.174643 15.884360 -0.02 0.05 0.58
F 23.488488 -11.445414 17.107230 0.07 -0.98 0.11
F 30.322767 -8.111307 15.629164 1.05 0.26 -0.37
F 21.391139 -11.790188 16.971506 -1.11 -0.23 -0.04
F 18.804748 -17.164239 16.696108 0.77 0.43 0.24
F 28.092963 -9.850054 22.465625 -0.56 0.29 0.43
F 22.521401 -10.889958 15.350929 -1.03 0.93 -1.35
F 27.904770 -10.495548 20.439494 -0.08 0.07 -0.58
F 28.727310 -9.399363 14.769822 1.09 0.93 0.20
F 28.832125 -9.046897 16.900522 0.68 0.16 -0.54
F 27.035161 -11.768990 21.982250 0.72 1.29 -0.08
F 17.459896 -15.634384 17.387155 1.04 0.23 -1.00
O 28.051676 -10.260691 12.161467 0.37 -0.23 -0.16
O 20.573028 -20.885642 18.703954 1.16 -0.96 -0.52
O 32.925123 -8.998971 10.874212 -0.17 -0.75 -0.45
O 25.772181 -21.177305 16.920175 -0.07 0.38 0.12
O 30.939223 -14.690482 18.845090 0.01 -0.16 -0.40
O 28.377609 -6.546037 14.548450 2.26 0.41 -1.26
O 28.054992 -6.644340 16.858520 -1.18 -0.52 0.03
O 23.976840 -22.183389 20.756947 0.39 0.20 0.80
O 15.715382 -17.131264 19.863816 1.23 -0.17 -0.11
O 23.857967 -13.125101 14.726512 0.18 0.36 -0.80
O 33.538992 -12.824755 21.559784 -0.74 -0.97 0.45
O 25.802299 -2.446079 14.056007 -1.17 -0.34 1.26
O 24.119727 -6.021122 12.441532 0.40 0.24 -0.28
O 30.582996 -11.859730 14.960910 -0.01 -0.15 -0.55
O 22.124430 -16.638666 13.923742 1.24 0.29 1.75
O 31.970189 -13.091027 13.810992 -0.27 0.05 -0.38
O 23.049420 -14.104839 16.618553 0.04 -0.27 -0.46
O 20.911754 -15.634614 17.872517 -0.35 0.15 0.27
O 33.718021 -11.262411 16.919770 -1.07 -0.95 1.25
O 19.294903 -16.055109 19.430810 -0.78 0.07 0.00
O 24.119683 -15.409734 19.197374 -0.78 -0.18 0.37
O 29.279978 -14.589883 25.906835 -0.46 -0.76 -0.99
O 30.445389 -10.902846 21.280076 -0.10 -0.21 0.74
O 26.871474 -13.625910 14.738993 0.18 0.82 0.81
O 29.069226 -15.708411 18.435530 0.10 -0.02 -0.44
O 23.854679 -20.550820 17.700609 0.72 0.58 -0.14
O 29.573593 -12.100238 23.149077 -0.16 0.64 -0.27
O 29.073901 -13.697022 19.171225 0.02 1.33 0.13
O 20.934836 -23.005056 16.550935 0.15 -0.42 1.34
O 31.908624 -16.648348 22.099252 -0.16 0.41 -0.83
O 31.293404 -13.712147 15.762919 -0.01 -0.80 0.17
O 25.447807 -19.058313 17.308130 -0.84 -1.21 0.07
O 26.819701 -17.130575 15.924431 0.51 0.66 -0.65
N 32.503030 -17.327290 16.278634 -1.29 -1.38 0.40
N 24.207958 -10.210474 22.155269 -0.77 -0.08 0.55
N 23.973896 -16.879952 15.995804 -1.09 1.68 -2.81
N 26.697730 -5.036658 13.118494 -1.21 -1.10 -0.23
N 22.571448 -22.967702 18.862263 -1.85 0.44 -0.74
N 30.953825 -10.502274 12.568115 0.90 -0.21 -0.01
N 31.113019 -14.326276 23.481743 -0.62 1.59 1.96
N 31.270513 -12.924272 14.825014 0.34 1.20 0.63
N 25.831454 -13.852390 17.360794 0.13 -0.42 1.38
N 29.679677 -14.691979 18.773290 0.56 -1.42 0.80
N 17.532365 -19.226697 20.016407 -0.42 -0.80 -0.30
N 31.943112 -12.185687 19.296575 -1.58 1.10 1.12
N 31.124792 -18.686718 17.414029 0.42 -2.51 -0.91
N 23.418861 -12.160917 21.641510 0.68 1.08 -0.53
N 25.034658 -20.270359 17.305156 -0.09 0.19 0.18
C 31.297111 -8.628700 21.311676 -0.38 -0.38 0.51
C 19.570505 -15.391641 18.246246 1.46 -1.07 -0.57
C 23.518332 -16.567267 19.823427 -0.93 1.04 -1.28
C 30.809927 -16.698551 22.987853 -0.08 -0.95 -1.20
C 26.490225 -6.071749 12.111765 0.51 -1.10 -1.08
C 27.248315 -3.743233 12.758969 1.69 -0.01 0.37
C 23.127963 -18.010606 15.472995 1.10 1.12 -0.27
C 22.912262 -13.535869 21.664637 1.46 0.93 -0.15
C 28.342066 -14.149927 26.842602 0.75 -0.48 1.00
C 32.249421 -18.433447 15.433330 -0.93 0.09 1.83
C 26.785821 -9.618378 12.008582 1.04 -1.10 0.66
C 32.741782 -10.445870 17.618976 2.33 0.07 -0.46
C 25.551606 -15.421240 19.281310 -0.73 1.27 0.59
C 23.616834 -11.324942 22.661990 0.32 1.18 -1.16
C 20.835884 -20.091253 17.524005 0.74 -0.49 2.05
C 32.705378 -17.776871 22.257308 0.81 -0.47 0.08
C 18.788697 -15.853232 17.000697 -2.72 -0.74 1.03
C 31.163756 -9.942527 22.124320 0.00 0.51 -0.51
C 29.043615 -9.645181 11.351660 -1.19 -1.90 -0.35
C 29.069073 -8.426058 15.695711 -3.23 -2.33 1.09
C 25.118546 -2.380207 15.352282 -0.92 1.06 -1.47
C 24.832733 -21.671257 21.747803 1.27 0.19 0.61
C 14.724543 -16.334953 19.331327 -0.39 0.96 -0.42
C 23.906179 -11.563201 20.459079 -0.74 0.19 0.88
C 24.909578 -16.196233 14.910376 -0.01 -1.25 0.74
C 34.086624 -8.689435 10.122398 1.28 0.87 2.05
C 33.186469 -12.960739 19.251475 -0.17 -0.60 0.69
C 20.995836 -16.255297 13.255353 -0.86 2.49 -1.39
C 21.407670 -24.231158 17.000900 2.20 -0.01 0.61
C 34.875015 -10.687534 16.412329 -0.28 1.46 -0.67
C 24.732942 -13.161333 12.493578 1.87 -1.26 0.64
C 22.477539 -11.847486 16.238097 2.33 0.00 0.69
C 29.378401 -11.719316 21.845742 1.21 -1.22 -0.88
C 28.229662 -4.411635 18.115119 -0.26 -2.13 -2.26
C 25.131532 -5.976259 11.425630 -0.43 0.84 -0.47
C 33.104355 -9.148298 12.255811 -1.83 0.33 0.56
C 30.460814 -13.842306 25.929639 -0.07 -0.24 0.91
C 19.956574 -23.173258 15.577288 -0.34 -0.91 -1.08
C 28.107717 -10.911343 21.671393 -0.58 -1.65 0.85
C 31.788324 -17.586421 17.408496 1.93 4.02 1.00
C 29.609342 -20.465048 18.624820 0.48 4.00 -2.36
C 15.247097 -18.324453 20.431159 0.09 -0.04 -1.11
C 23.380209 -4.785390 12.538278 -0.25 -0.81 0.83
C 22.776117 -13.243220 15.581403 -0.17 1.48 0.44
C 28.050448 -7.301802 15.580159 -1.15 -0.19 1.12
C 30.824651 -19.444440 18.712568 -0.59 -1.54 -1.21
C 23.580646 -12.767874 13.330386 -1.75 -0.36 0.67
C 31.671741 -11.376189 18.062879 -0.73 1.22 1.05
C 27.145696 -2.938652 14.064505 -1.55 1.22 -1.45
C 22.677359 -22.461057 21.165726 -1.33 0.35 0.20
C 26.831037 -12.432734 15.605569 -0.56 -1.70 -1.36
C 34.832900 -12.413787 21.843439 0.65 1.74 0.63
C 28.205706 -14.004183 14.346728 -1.62 -1.00 -0.38
C 24.375039 -10.329335 20.784679 0.37 -1.14 0.82
C 26.066891 -17.141090 14.760068 -0.30 -2.00 -1.35
C 33.501756 -16.261895 16.072018 0.18 -0.38 1.20
C 18.413377 -20.111925 19.206347 -0.31 0.69 1.43
C 22.725200 -23.916699 17.721832 -0.46 0.58 -1.02
C 22.183533 -23.494198 20.199411 0.13 -0.77 -0.63
C 26.077416 -14.085072 18.845087 0.90 -0.54 -2.24
C 24.543438 -9.025953 22.975138 1.24 0.10 -1.13
C 33.495833 -13.778083 20.496472 1.44 1.14 -0.17
C 31.667402 -9.230662 12.879306 0.11 1.37 -0.60
C 18.198817 -16.062042 21.625086 1.68 1.63 -0.63
C 28.512939 -5.315825 16.832422 0.05 1.04 0.80
C 23.344186 -14.314054 22.854992 1.41 1.85 1.78
C 26.753625 -12.762546 17.044106 0.46 -1.17 -0.48
C 18.212934 -15.432224 20.216592 0.05 -0.43 0.15
C 16.069579 -19.486161 19.880789 0.47 -0.54 1.53
C 31.458117 -14.397639 24.932558 1.60 0.48 0.04
C 30.231990 -10.534834 11.252054 1.24 -0.51 0.18
C 21.829441 -17.460858 15.058152 0.53 -0.39 -1.99
C 31.416245 -19.237052 16.159863 -0.22 -1.52 -0.93
C 30.181175 -15.359194 23.042419 0.01 2.07 -1.27
C 19.874545 -20.206087 19.724812 -1.32 0.70 -1.22
C 27.889809 -18.030948 15.786648 -0.16 -1.14 2.63
H 31.839256 -7.926398 21.930200 0.08 0.33 0.20
H 21.889949 -13.499151 15.014794 -0.53 -0.51 0.07
H 25.362799 -3.139068 16.083276 0.70 -0.42 -0.05
H 29.273009 -8.671371 11.727962 0.09 0.89 -0.19
H 35.496838 -13.227662 22.101960 0.15 -0.43 0.03
H 31.646727 -15.426064 25.150308 -0.24 -1.00 0.55
H 25.838804 -21.795459 21.343012 -0.03 0.12 -0.04
H 15.158974 -18.253428 21.522408 0.67 -0.11 -0.05
H 26.261310 -14.687931 16.945406 -0.23 0.29 -0.18
H 33.053166 -17.819097 23.291726 0.34 -0.11 0.08
H 15.741608 -20.189977 20.668913 0.57 -0.85 -0.80
H 34.911174 -9.415657 10.239544 -0.63 -0.20 -0.39
H 22.558246 -22.953188 22.127653 0.51 0.36 0.59
H 34.501414 -7.775937 10.582925 0.04 0.03 -0.31
H 17.591817 -15.470918 22.287892 -0.72 0.05 0.09
H 21.521607 -15.520120 18.618871 -0.41 0.33 -0.27
H 28.755196 -14.429111 15.189476 0.19 0.05 -0.19
H 24.830285 -14.257545 12.406047 -0.27 0.27 0.06
H 24.726249 -20.582416 21.977166 -0.45 -0.78 -0.20
H 23.374389 -11.682739 13.199954 0.02 -0.63 0.46
H 29.563517 -5.403851 16.669077 1.19 0.46 0.28
H 30.369297 -10.895033 13.342136 -0.01 0.63 0.19
H 29.252451 -12.642637 21.176002 0.43 1.42 0.48
H 25.946325 -16.194358 18.659432 0.44 -0.79 -0.43
H 30.302966 -8.210273 21.092684 0.24 -0.20 0.23
H 31.938215 -14.201088 22.939654 0.56 -0.33 -0.57
H 22.649006 -13.353320 13.038522 0.89 0.79 0.19
H 33.564685 -17.721123 21.578601 -0.19 0.12 0.18
H 25.638222 -18.202292 14.639255 0.38 1.08 0.17
H 27.728380 -11.911687 15.510130 1.64 1.10 -0.62
H 24.036219 -9.151678 23.925881 -0.04 0.46 -0.01
H 23.362298 -13.876222 20.768135 0.15 -1.18 -0.89
H 27.349761 -6.188313 11.366790 -1.06 0.36 0.99
H 23.280284 -24.810007 17.948033 0.17 -0.22 0.65
H 15.767787 -19.861896 18.866039 0.11 0.63 0.78
H 27.031905 -7.717485 15.365329 0.67 -0.27 0.90
H 24.340111 -16.226478 14.004340 -0.41 0.49 -0.36
H 19.432489 -24.200342 15.688892 0.59 1.81 -0.36
H 34.518033 -9.713349 16.028986 0.90 0.08 -0.18
H 26.870218 -8.675118 12.513511 -0.36 0.59 -0.32
H 27.220278 -3.461340 14.972963 0.68 -1.41 0.78
H 30.604865 -9.621897 23.019693 0.10 -0.80 -0.24
H 26.711350 -3.236680 11.933416 0.15 -0.02 0.49
H 24.572899 -17.216198 16.696217 0.95 -0.49 1.93
H 18.418691 -14.357070 20.246874 0.08 0.00 0.19
H 26.118160 -10.243357 12.559496 -0.67 -0.32 0.44
H 35.210555 -11.294037 15.556907 -0.01 0.14 0.44
H 23.956731 -13.841582 16.913440 0.51 -0.36 0.38
H 31.046760 -20.215886 15.849010 0.02 0.48 0.25
H 14.242334 -18.520583 20.100067 -0.72 -0.03 -0.21
H 23.288573 -16.138056 16.214770 0.81 0.12 1.01
H 34.799449 -11.722788 22.737789 0.03 -0.58 -1.14
H 30.734378 -18.729793 19.481435 -0.62 1.19 0.65
H 28.031394 -13.111698 26.777655 0.01 0.33 -0.52
H 30.777391 -10.745026 18.243629 0.24 -0.69 0.16
H 31.222261 -17.168122 23.859550 -0.30 0.41 1.36
H 30.086368 -17.413020 22.616229 -0.44 -0.39 -0.26
H 26.457994 -9.630063 10.975463 0.04 0.53 -0.31
H 29.299997 -15.254940 23.655432 -0.14 -0.53 0.48
H 34.491777 -14.298397 20.364249 -0.79 0.73 0.01
H 28.665333 -13.160471 13.906113 0.92 0.98 -0.17
H 27.765771 -13.064947 17.360425 -0.28 0.43 0.20
H 23.989479 -17.410389 19.338364 0.30 -0.85 0.83
H 21.853633 -22.224718 18.637323 0.08 -0.57 -0.21
H 19.284799 -22.336738 15.730764 -0.51 -0.12 -0.45
H 22.742710 -24.450262 20.293886 -0.43 0.57 0.32
H 25.743002 -13.226886 19.352862 -1.16 0.85 0.99
H 28.744434 -19.827322 18.252483 0.62 -1.02 0.80
H 24.835192 -22.277601 22.682773 -0.42 0.43 -0.51
H 31.725660 -9.060782 13.923203 0.30 -0.69 1.26
H 35.229644 -11.892439 20.949064 0.25 0.02 0.58
H 33.382306 -15.766815 15.143966 -0.43 0.29 -0.99
H 30.923653 -10.226785 10.429872 -0.47 -0.03 0.91
H 30.857188 -13.878393 26.988516 0.13 0.06 -1.01
H 14.078942 -16.884200 18.645950 -0.23 0.00 0.07
H 33.648160 -8.276787 12.685146 -0.27 -0.51 -0.11
H 14.209018 -15.894725 20.154942 -1.22 0.27 0.51
H 23.662911 -18.327476 14.601675 0.06 -0.90 -0.38
H 28.485098 -4.964974 18.991606 0.47 -0.06 0.69
H 21.310282 -19.193300 17.858462 0.32 0.93 0.17
H 24.995276 -6.720914 10.620910 -0.05 -0.19 0.68
H 33.404426 -15.494433 16.849131 -0.12 -0.40 -0.12
H 15.123100 -15.470663 18.795614 0.46 -0.30 -0.16
H 31.445045 -12.125565 17.358037 -0.28 -0.48 -1.42
H 23.491980 -16.448694 20.912773 0.64 -0.59 -0.12
H 18.044795 -21.121300 19.171961 -0.49 -0.52 0.45
H 17.666582 -18.251114 19.778434 0.26 -0.09 -0.29
H 22.664270 -4.725790 11.704317 0.12 0.21 0.42
H 28.175553 -4.828998 15.936933 -0.48 0.42 -0.16
H 29.980375 -11.598012 11.084072 -0.24 0.59 0.06
H 23.397329 -22.363102 18.923955 0.49 -0.32 0.16
H 20.508065 -23.087748 14.601536 -1.05 -0.29 0.42
H 19.924611 -19.864067 17.074439 -1.29 0.33 -1.26
H 24.473965 -14.333273 22.939763 -1.28 -0.22 -0.16
H 34.491102 -16.727961 16.116767 -0.15 0.15 0.05
H 31.106610 -12.848070 19.260671 1.07 0.30 0.70
H 22.994153 -18.768072 16.201400 0.37 -0.75 0.83
H 31.025441 -8.376032 12.627228 0.30 -0.30 -0.65
H 21.349848 -16.966223 15.875938 -0.71 0.59 0.33
H 33.099014 -13.570222 18.390366 0.24 -0.54 -0.99
H 21.883474 -13.488485 21.528509 -2.02 -0.09 -0.08
H 27.816275 -2.111444 14.127330 0.72 0.73 -0.26
H 21.550735 -20.597385 16.911255 0.06 -0.57 -0.40
H 25.648108 -9.090784 23.111340 -0.79 0.38 0.19
H 29.807019 -14.975996 22.026947 0.66 -1.13 0.92
H 18.431100 -19.842815 18.167281 0.01 0.57 -0.56
H 27.518384 -19.052379 15.591453 -0.04 0.27 -0.10
H 26.029997 -11.788867 15.287267 -0.58 -0.06 -0.34
H 21.606489 -24.900225 16.142157 0.04 0.05 0.50
H 31.759707 -16.927170 18.280492 0.22 0.11 -0.48
H 33.973527 -12.249195 19.164199 0.69 0.41 -0.43
H 31.710796 -20.004426 19.004673 0.32 -0.03 -0.53
H 26.678103 -17.091115 13.789708 -0.64 0.83 1.29
H 33.204349 -9.825660 18.433887 -0.17 -0.81 -0.18
H 33.559221 -10.088291 12.590363 0.65 0.01 -0.46
H 25.716875 -4.933906 13.435319 0.87 0.47 0.40
H 32.151616 -10.391446 22.435425 -1.02 0.45 -0.36
H 21.270133 -18.295636 14.657840 -0.76 -0.35 0.33
H 32.199961 -18.733906 22.078679 -0.31 0.11 -0.19
H 25.302626 -1.370150 15.778188 -0.28 -0.66 -0.07
H 30.231924 -12.868499 23.210319 -0.23 0.01 -0.02
H 22.895893 -4.853477 13.532737 -0.22 0.06 -0.76
H 32.846406 -14.547033 20.792735 -1.45 -0.91 -0.02
H 29.828786 -21.127830 17.794359 -0.10 -0.75 0.53
H 32.378806 -9.676976 16.939897 -0.46 -0.10 -0.33
H 31.857419 -11.547805 20.152722 -0.05 -1.35 -1.04
H 25.029059 -9.700764 20.194824 -0.49 0.33 0.15
H 22.432852 -16.659727 19.529326 1.05 0.32 0.18
H 21.318752 -15.545200 12.395989 -0.60 -1.37 1.25
H 27.167234 -13.979150 18.950070 -0.46 -0.85 0.45
H 19.298112 -14.355673 18.356974 0.22 0.86 -0.05
H 27.504779 -14.816110 26.764820 -0.53 -0.16 0.06
H 28.081294 -14.730277 13.504096 0.10 0.21 0.90
H 24.018446 -3.897608 12.602502 0.13 -0.10 -0.37
H 23.273763 -11.429603 23.696740 0.36 -0.09 -0.62
H 20.301014 -19.203565 19.785593 0.01 0.18 0.57
H 26.405162 -7.032559 12.667039 0.29 0.68 -0.33
H 32.621319 -18.624253 14.438613 0.16 0.42 0.15
H 29.448532 -20.833449 19.602201 -0.25 -0.88 0.66
H 24.305077 -8.073618 22.404588 0.01 -1.29 0.94
H 26.441674 -11.855333 17.511987 -0.11 0.63 0.85
H 35.703646 -10.525534 17.132961 -0.49 -0.19 -0.17
H 30.120808 -12.842712 25.739427 0.57 1.07 -0.34
H 17.253268 -15.567527 19.690432 0.59 -0.11 0.41
H 31.818498 -8.658035 20.368160 0.31 -0.53 -0.35
H 24.964575 -5.024968 10.918693 0.55 0.20 -0.22
H 33.848005 -8.441338 9.114162 -0.38 -0.31 -0.67
H 22.926828 -15.273150 22.798530 -0.35 -1.51 0.02
H 28.318211 -18.074874 16.827816 0.09 0.13 -1.24
H 23.765866 -11.981653 19.473288 0.17 -0.34 0.20
H 23.281224 -23.333064 17.028686 0.86 0.32 -0.68
H 25.199197 -15.186437 15.238086 -0.34 -0.46 -0.16
H 27.206077 -4.092391 18.200269 -0.54 -0.02 -0.14
H 28.816553 -14.269565 27.825533 -0.38 0.04 0.25
H 20.850866 -24.750932 17.762747 -1.42 -0.17 -0.05
H 28.828495 -3.557059 17.917075 0.67 0.81 0.38
H 32.489389 -13.974587 25.199602 -1.45 0.04 -0.92
H 20.282309 -15.662367 13.900247 0.54 -0.74 -0.60
H 25.848891 -15.569143 20.312680 0.18 -0.35 0.39
H 19.937734 -20.761340 20.666261 0.08 0.16 -0.22
H 17.930472 -17.080545 21.613119 -0.56 -1.12 -0.01
H 22.959260 -13.847551 23.808153 0.33 -0.51 -0.89
H 28.343115 -3.840388 12.434173 -1.44 -0.10 0.48
H 22.026898 -21.536884 21.145928 0.61 -0.79 0.04
H 24.008988 -2.533210 15.152386 1.37 0.50 0.08
H 19.203911 -15.985801 22.092246 -0.29 -0.11 -0.47
H 28.602344 -17.757179 15.032488 0.46 0.48 -0.39
H 28.650675 -9.711712 10.353810 -0.25 1.07 -0.84
H 24.634152 -12.789597 11.494277 0.04 0.46 -0.53
H 20.554486 -17.162425 12.882756 -0.88 -0.13 -0.58
H 27.638736 -6.117967 14.101778 -0.91 1.09 -0.40
H 31.683493 -11.208250 12.609476 0.25 -0.70 -0.26
H 21.087658 -23.676039 20.319484 0.87 0.18 -0.49
H 25.708019 -12.884990 12.979626 -0.95 0.20 -0.62
```
Forces are in eV/Å.